No. 1
ORCA calculation (ωB97M-V/def2-TZVPD) on 2 unconnected molecules or ions with the total composition C18H31N3O9 in a non-equilibrium geometry.

Last column: Mulliken charge in e.
Atoms and positions in Å:
1 O -0.543 4.177 -1.006  -0.686
2 O -1.620 1.825 3.766  -0.573
3 O -0.776 -0.206 0.139  -0.583
4 O -3.537 2.273 -3.921  -0.682
5 O 0.151 1.973 5.168  -0.469
6 O 1.189 -1.087 -0.588  -0.443
7 O 1.413 -4.408 0.798  -0.443
8 O 1.803 -1.759 2.062  -0.670
9 O 0.260 0.623 -2.451  -0.817
10 C -1.394 3.350 -0.705  0.915
11 C -0.445 1.599 4.009  0.173
12 C 0.231 -0.876 0.351  -1.094
13 C -2.403 2.736 -3.936  -0.228
14 N -2.012 3.642 -4.842  -0.082
15 N 1.825 0.712 3.301  -0.743
16 N -1.813 2.405 -1.542  -0.011
17 C -2.014 3.357 0.670  -1.179
18 C -2.881 4.192 -5.880  -0.897
19 C 2.679 -5.073 0.901  -0.557
20 C 0.379 0.782 2.978  0.734
21 C 3.735 -4.095 1.416  -0.557
22 C 3.331 -3.573 2.795  -1.008
23 C -0.198 -0.649 2.883  -1.842
24 C -0.230 -2.929 1.756  -1.267
25 C 1.916 -2.994 2.765  0.125
26 C 0.912 -3.894 2.044  0.079
27 C 0.414 -1.522 1.754  2.621
28 C -0.599 0.480 -4.647  -1.631
29 C -1.351 2.263 -2.934  -0.077
30 C -0.920 0.815 -3.192  0.902
31 H -0.528 2.472 5.646  0.397
32 H 0.906 -0.624 -1.405  0.749
33 H 0.081 1.046 -1.599  0.242
34 H -1.068 3.992 -4.781  0.258
35 H 1.970 0.573 4.302  0.304
36 H 2.277 -0.033 2.757  0.397
37 H -2.528 1.771 -1.215  0.243
38 H -1.451 4.030 1.315  0.269
39 H -1.990 2.351 1.085  0.217
40 H -3.046 3.696 0.595  0.426
41 H -3.427 3.385 -6.373  0.289
42 H -3.604 4.875 -5.429  0.294
43 H -2.290 4.731 -6.621  0.337
44 H 2.974 -5.443 -0.085  0.355
45 H 2.601 -5.934 1.573  0.332
46 H 0.265 1.290 2.015  0.076
47 H 4.708 -4.592 1.475  0.417
48 H 3.826 -3.258 0.715  0.242
49 H 4.036 -2.805 3.125  0.354
50 H 3.369 -4.395 3.517  0.405
51 H -0.062 -1.145 3.849  0.484
52 H -1.277 -0.577 2.709  0.537
53 H -0.708 -3.165 0.799  0.450
54 H -0.994 -3.009 2.535  0.437
55 H 1.594 -2.842 3.800  0.313
56 H 0.586 -4.722 2.682  0.450
57 H -1.504 0.535 -5.252  0.388
58 H -0.208 -0.536 -4.704  0.444
59 H 0.147 1.174 -5.034  0.330
60 H -0.468 2.886 -3.080  0.301
61 H -1.692 0.135 -2.831  0.255

Results
DFT total energy, Eh: -1545.99479
SMILES: N[C@@H](C[C@]1(C(=O)O)C[C@H]2OCCC[C@H]2O1)C(=O)O.CNC(=O)[C@@H](NC(C)=O)[C@@H](C)O
Gap between HOMO and LUMO, Eh: 0.353


No. 2
ORCA calculation (ωB97M-V/def2-TZVPD) on C18H31N5O3S in the gas phase.

Last column: Mulliken charge in e.
Atoms and positions in Å:
1 C 4.198 -0.960 1.140  -0.754
2 C 4.434 -2.339 0.541  -0.770
3 N 3.744 -2.568 -0.729  0.589
4 C 4.044 -3.908 -1.223  -0.816
5 C 3.401 -4.159 -2.581  -0.581
6 C 1.891 -3.927 -2.525  -1.010
7 C 1.635 -2.547 -1.958  0.988
8 O 0.213 -2.377 -1.848  -0.421
9 N -0.100 -1.048 -1.659  -0.048
10 C -0.317 -0.540 -0.414  -0.133
11 O -0.091 -1.159 0.609  -0.628
12 C -0.751 0.920 -0.462  0.552
13 C 0.463 1.791 -0.091  -1.810
14 N 1.653 1.537 -0.897  0.326
15 C 1.676 1.713 -2.232  0.596
16 O 0.703 2.071 -2.875  -0.686
17 C 2.995 1.439 -2.953  -0.892
18 C 4.250 1.447 -2.138  0.908
19 C 5.084 0.398 -1.867  -1.053
20 N 6.185 0.724 -1.132  -0.206
21 N 6.259 1.968 -0.831  -0.373
22 S 4.910 2.807 -1.361  0.159
23 C -2.011 1.216 0.400  1.530
24 C -1.743 1.159 1.907  -1.734
25 C -3.090 0.188 0.037  -1.809
26 C -2.536 2.611 0.037  -1.852
27 C 2.305 -2.383 -0.604  -0.690
28 H 4.881 -0.803 1.975  0.458
29 H 4.394 -0.180 0.402  -0.086
30 H 3.183 -0.843 1.523  0.311
31 H 5.502 -2.470 0.354  0.454
32 H 4.140 -3.108 1.277  0.406
33 H 5.129 -4.010 -1.297  0.432
34 H 3.693 -4.672 -0.506  0.367
35 H 3.850 -3.489 -3.319  0.308
36 H 3.614 -5.180 -2.901  0.380
37 H 1.435 -4.024 -3.511  0.320
38 H 1.421 -4.664 -1.867  0.379
39 H 2.021 -1.783 -2.645  -0.154
40 H -0.433 -0.577 -2.486  0.300
41 H -1.018 1.164 -1.491  1.157
42 H 0.190 2.842 -0.193  0.300
43 H 0.745 1.608 0.944  0.434
44 H 2.484 1.199 -0.439  0.160
45 H 2.891 0.463 -3.432  0.247
46 H 3.044 2.172 -3.758  0.436
47 H 4.924 -0.630 -2.152  0.464
48 H -1.051 1.942 2.225  0.347
49 H -2.680 1.324 2.444  0.488
50 H -1.336 0.194 2.201  0.275
51 H -3.290 0.194 -1.037  0.357
52 H -2.792 -0.820 0.330  0.381
53 H -4.023 0.426 0.551  0.482
54 H -2.716 2.701 -1.036  0.403
55 H -3.480 2.795 0.555  0.469
56 H -1.845 3.401 0.333  0.369
57 H 1.850 -3.097 0.103  -0.043
58 H 2.101 -1.386 -0.222  0.016

Results
DFT total energy, Eh: -1602.14246
ΔE to the lowest compared entry with this formula, charge and spin, kcal/mol: 4.16
SMILES: CCN1CCC[C@@H](ONC(=O)[C@H](CNC(=O)Cc2cnns2)C(C)(C)C)C1
Gap between HOMO and LUMO, Eh: 0.333


No. 3
ORCA calculation (ωB97M-V/def2-TZVPD) on a molecular structure, C18H32BCl16F10HgNO4S2 in a non-equilibrium geometry.

Last column: Mulliken charge in e.
Atoms and positions in Å:
1 Hg -5.667 -3.789 0.811  0.724
2 B -9.582 -1.956 2.936  0.594
3 F -10.349 -1.020 3.526  -0.329
4 F -8.266 -1.946 3.497  -0.348
5 F -10.035 -3.271 3.030  -0.343
6 F -9.381 -1.725 1.615  -0.311
7 C 0.015 -0.740 0.304  0.688
8 F 0.819 0.227 0.841  -0.178
9 F 0.137 -0.723 -1.031  -0.197
10 F 0.148 -2.019 0.846  -0.160
11 S -1.756 0.033 0.632  1.008
12 O -2.293 -0.857 1.695  -0.636
13 O -1.651 1.391 1.071  -0.470
14 N -2.813 -0.444 -0.710  -0.261
15 S -2.885 0.868 -1.496  1.090
16 O -3.976 1.719 -1.016  -0.480
17 O -1.628 1.596 -1.611  -0.474
18 C -3.505 0.334 -3.244  0.622
19 F -4.718 -0.216 -2.993  -0.192
20 F -3.649 1.521 -3.936  -0.188
21 F -2.689 -0.459 -3.857  -0.157
22 Cl 2.030 -6.343 -4.390  -0.168
23 C 2.178 -7.726 -3.299  -0.375
24 C 0.814 -8.494 -3.219  -0.481
25 Cl -0.477 -7.327 -2.617  -0.196
26 H 2.457 -7.232 -2.368  0.297
27 H 2.888 -8.477 -3.646  0.299
28 H 0.811 -9.273 -2.457  0.302
29 H 0.446 -8.822 -4.192  0.323
30 Cl 3.067 -6.907 9.054  -0.184
31 C 1.327 -6.355 9.034  -0.451
32 C 0.564 -6.935 7.811  -0.397
33 Cl 0.435 -8.660 7.890  -0.165
34 H 1.365 -5.266 9.073  0.303
35 H 0.864 -6.647 9.977  0.314
36 H 1.074 -6.710 6.874  0.289
37 H -0.442 -6.523 7.723  0.292
38 Cl -7.042 -0.009 10.886  -0.197
39 C -6.752 -1.359 9.734  -0.418
40 C -5.244 -1.663 9.797  -0.386
41 Cl -4.139 -0.340 9.336  -0.168
42 H -7.311 -0.926 8.904  0.302
43 H -7.279 -2.189 10.205  0.252
44 H -5.093 -2.494 9.107  0.291
45 H -4.939 -2.095 10.750  0.325
46 Cl 5.361 6.624 -7.020  -0.173
47 C 4.655 5.804 -5.576  -0.434
48 C 3.566 4.716 -5.907  -0.406
49 Cl 2.252 5.349 -6.988  -0.192
50 H 4.150 6.588 -5.011  0.287
51 H 5.452 5.382 -4.962  0.324
52 H 3.019 4.373 -5.029  0.293
53 H 4.096 3.901 -6.400  0.301
54 Cl 8.060 -1.702 -6.890  -0.151
55 C 9.544 -1.962 -5.931  -0.414
56 C 9.519 -1.036 -4.655  -0.505
57 Cl 8.052 -1.356 -3.647  -0.183
58 H 10.458 -1.609 -6.409  0.278
59 H 9.762 -2.995 -5.659  0.330
60 H 9.518 -0.057 -5.135  0.300
61 H 10.420 -1.055 -4.042  0.345
62 Cl 1.954 0.080 -13.116  -0.172
63 C 0.704 -0.191 -11.870  -0.388
64 C -0.406 -1.114 -12.257  -0.444
65 Cl -1.351 -0.485 -13.640  -0.184
66 H 0.335 0.762 -11.491  0.324
67 H 1.244 -0.717 -11.082  0.257
68 H -1.102 -1.297 -11.438  0.297
69 H -0.111 -2.129 -12.522  0.309
70 Cl 1.935 4.063 8.465  -0.189
71 C 1.191 5.426 7.734  -0.367
72 C -0.021 5.998 8.543  -0.460
73 Cl -0.452 7.576 7.745  -0.200
74 H 0.840 5.138 6.743  0.299
75 H 1.885 6.266 7.774  0.285
76 H 0.135 6.240 9.594  0.321
77 H -0.944 5.419 8.538  0.311
78 Cl 1.572 8.300 1.321  -0.206
79 C -0.226 8.336 0.833  -0.468
80 C -0.392 8.567 -0.693  -0.379
81 Cl 0.250 10.159 -1.140  -0.169
82 H -0.691 9.139 1.404  0.325
83 H -0.718 7.411 1.135  0.311
84 H -1.469 8.510 -0.854  0.276
85 H 0.075 7.825 -1.341  0.310

Results
DFT total energy, Eh: -10396.89187
Gap between HOMO and LUMO, Eh: 0.072


No. 4
ORCA calculation (ωB97M-V/def2-TZVPD) on C18H32BN3O5S in the gas phase in a non-equilibrium geometry.

Last column: Mulliken charge in e.
Atoms and positions in Å:
1 C -2.754 2.032 -1.271  -1.013
2 N -2.461 1.922 0.192  -0.085
3 C -3.469 2.746 0.920  -1.312
4 B -1.157 2.543 0.533  0.543
5 O -1.050 3.924 0.452  -0.525
6 C 0.177 1.737 0.995  0.699
7 C 0.812 1.293 -0.341  -2.895
8 C 0.073 0.147 -1.063  2.376
9 C 0.278 0.274 -2.605  -1.623
10 C 0.642 -1.049 -3.291  -0.512
11 C 2.177 -1.262 -3.539  -0.888
12 N 3.076 -0.571 -2.623  -0.583
13 O 1.072 2.812 1.443  -0.521
14 S 0.902 3.018 3.004  1.270
15 O -0.173 3.871 3.350  -0.589
16 O 2.169 3.260 3.571  -0.661
17 O 0.406 1.541 3.321  -0.474
18 C 0.102 0.680 2.149  2.203
19 C -1.286 0.201 2.551  -2.032
20 N -1.939 -0.695 1.586  -0.240
21 C 1.280 -0.336 2.198  -0.852
22 C 0.970 -1.834 2.430  -1.512
23 C 0.821 -2.632 1.141  0.245
24 C 1.949 -2.750 0.356  -0.139
25 C 1.937 -3.457 -0.810  -0.489
26 C 0.759 -4.043 -1.191  -0.611
27 C -0.364 -3.966 -0.431  -0.765
28 C -0.330 -3.250 0.748  0.186
29 H -3.666 2.587 -1.478  0.441
30 H -2.912 1.019 -1.656  0.312
31 H -1.884 2.425 -1.810  0.355
32 H -4.395 2.190 1.087  0.292
33 H -3.685 3.687 0.407  0.451
34 H -3.098 3.036 1.908  0.428
35 H -1.195 4.173 -0.471  0.347
36 H 0.819 2.171 -0.992  0.803
37 H 1.851 1.028 -0.138  0.590
38 H 0.541 -0.801 -0.789  -1.921
39 H -0.997 0.133 -0.871  0.785
40 H -0.667 0.616 -3.039  0.431
41 H 1.024 1.040 -2.820  0.554
42 H 0.194 -1.010 -4.290  0.560
43 H 0.201 -1.919 -2.803  0.143
44 H 2.387 -0.875 -4.536  0.439
45 H 2.362 -2.337 -3.522  0.267
46 H 2.803 -0.688 -1.656  0.191
47 H 3.161 0.409 -2.847  0.355
48 H -1.179 -0.358 3.486  0.681
49 H -1.909 1.058 2.810  0.357
50 H -1.318 -0.832 0.803  -0.327
51 H -2.815 -0.300 1.282  0.419
52 H 1.907 -0.301 1.306  0.300
53 H 1.927 -0.020 3.012  0.511
54 H 0.147 -2.036 3.115  0.324
55 H 1.861 -2.256 2.904  0.563
56 H 2.873 -2.284 0.689  0.426
57 H 2.836 -3.546 -1.405  0.528
58 H 0.721 -4.587 -2.131  0.359
59 H -1.307 -4.420 -0.707  0.422
60 H -1.206 -3.157 1.376  0.412

Results
DFT total energy, Eh: -1668.57790
SMILES: CN(C)B(O)[C@@]1(CCCCCN)OS(=O)(=O)O[C@]1(CN)CCc1ccccc1
Gap between HOMO and LUMO, Eh: 0.342